DFT (ωB97M-V with the def2-TZVPD basis set) results for a 9-piece molecular cluster, C10H37N10O12 overall in a non-equilibrium geometry.

The spin multiplicity is 1. The calculation puts the calculated total energy at -1853.578919 hartree. As for the max |F|: 7.6 eV/A. For the molecular weight, the calculation gives 489.46 g/mol. As for the net charge: -1.

The geometry in XYZ format:
```
69
Properties=species:S:1:pos:R:3:mulliken_charge:R:1
N 0.499 0.442 2.107 1.0229
O -0.738 0.733 2.032 -0.6973
O 1.148 0.793 3.003 -0.6422
O 1.034 -0.159 1.162 -0.6819
C -3.695 -3.405 4.194 0.6558
O -4.033 -4.346 4.855 -0.6642
N -4.317 -2.953 3.207 -0.4169
N -2.543 -2.803 4.457 -0.4614
H -5.013 -3.516 2.740 0.2376
H -3.808 -2.297 2.632 0.2232
H -2.032 -3.339 5.144 0.2142
H -2.422 -1.802 4.406 0.2206
C 6.997 1.459 -2.747 0.6452
O 7.524 1.230 -3.803 -0.6549
N 7.567 2.241 -1.892 -0.3715
N 5.789 1.093 -2.356 -0.3683
H 7.252 2.330 -0.937 0.1510
H 8.496 2.610 -2.037 0.2082
H 5.253 0.526 -2.997 0.2067
H 5.611 1.170 -1.365 0.1804
C 0.747 -6.795 2.114 0.6179
O 1.218 -7.850 1.789 -0.6623
N 1.318 -5.656 2.170 -0.3336
N -0.527 -6.685 2.264 -0.4171
H 0.776 -4.813 2.293 0.1719
H 2.309 -5.640 1.979 0.1979
H -0.876 -5.797 2.595 0.1885
H -0.857 -7.435 2.855 0.2301
C 0.003 6.370 5.952 0.6791
O -1.003 5.722 6.141 -0.6540
N 1.113 5.981 5.388 -0.3841
N -0.038 7.643 6.119 -0.4104
H 1.172 5.138 4.836 0.2297
H 1.894 6.622 5.368 0.1601
H 0.727 8.166 5.718 0.1557
H -0.897 8.013 6.501 0.2242
C -3.594 2.648 -5.988 -0.8017
O -2.377 3.095 -5.514 -0.3494
C -2.090 2.376 -4.317 -0.4307
C -1.186 1.092 -4.460 -0.8010
N -1.878 -0.166 -4.603 -0.3093
C -2.515 -0.780 -3.479 -0.5455
C -3.410 -2.066 -3.846 -0.6922
O -2.590 -3.146 -4.246 -0.3886
C -1.902 -3.726 -3.139 -0.7082
H -3.931 3.283 -6.807 0.3212
H -4.421 2.849 -5.307 0.3033
H -3.709 1.603 -6.275 0.2846
H -2.841 2.025 -3.609 0.3494
H -1.519 3.139 -3.787 0.3598
H -0.557 0.962 -3.579 0.4072
H -0.476 1.048 -5.285 0.3986
H -1.078 -0.773 -4.707 0.2478
H -3.239 -0.136 -2.979 0.4305
H -1.863 -1.104 -2.668 0.3393
H -3.887 -1.796 -4.788 0.3418
H -4.230 -2.298 -3.167 0.3904
H -0.973 -3.202 -2.917 0.2414
H -1.747 -4.780 -3.369 0.2738
H -2.590 -3.764 -2.294 0.3391
O 4.947 -2.720 0.525 -0.6499
H 5.251 -2.789 1.430 0.3052
H 4.145 -2.200 0.581 0.3392
O -2.417 4.754 1.309 -0.6657
H -2.201 3.823 1.246 0.3447
H -2.381 4.945 2.246 0.3188
O 5.497 1.592 2.378 -0.6274
H 5.098 2.367 2.774 0.3105
H 5.014 0.855 2.754 0.3223
```

***

DFT (ωB97M-V with the def2-TZVPD basis set) results for C41H52BrN6O7PRhS3 as an isolated structure in a non-equilibrium geometry.

The relative energy (zero: lowest compared OMol25 entry of this formula, charge and spin) comes out at 44.3 kcal/mol. The spin multiplicity is 1. As for the max |F|: 2.4 eV/A. For the molecular weight, the calculation gives 1050.89 g/mol. As for the net charge: -1.

The geometry in XYZ format:
```
112
Properties=species:S:1:pos:R:3:mulliken_charge:R:1
Rh 0.539 -0.066 -0.809 -0.4000
Br 5.780 2.717 -5.741 -0.2207
C 6.271 2.193 -3.982 0.0497
C 5.436 2.509 -2.919 -0.5571
C 5.781 2.110 -1.646 -0.0495
C 6.967 1.378 -1.410 -0.2406
C 7.804 1.102 -2.508 -0.1416
C 7.460 1.505 -3.780 -0.4094
N 7.343 0.895 -0.188 -0.8948
N 6.589 0.986 0.850 -0.3063
C 5.324 0.598 0.983 -0.3966
C 4.612 1.015 2.134 -0.5106
C 3.250 0.883 2.239 -1.1525
C 2.486 0.355 1.175 0.5157
O 1.203 0.310 1.177 -0.4364
C 3.201 -0.208 0.058 0.6152
N 2.431 -0.754 -0.932 0.1055
C 3.031 -1.394 -1.922 -0.3765
C 4.415 -1.526 -1.992 -1.2702
C 5.208 -0.917 -1.044 -0.3594
C 4.608 -0.195 -0.006 0.4597
H 4.517 3.052 -3.092 0.4903
H 5.146 2.368 -0.808 0.5155
H 8.714 0.542 -2.331 0.4540
H 8.103 1.284 -4.621 0.4140
H 5.176 1.509 2.914 0.4707
H 2.715 1.234 3.111 0.6006
H 2.383 -1.808 -2.683 0.6122
H 4.858 -2.076 -2.809 0.4324
H 6.283 -1.005 -1.090 0.7702
C 0.588 3.263 -3.162 -1.0293
C -0.802 3.478 -2.561 1.8419
C -0.668 3.986 -1.122 -1.6344
C -1.603 4.484 -3.384 -1.9742
O -1.485 2.215 -2.669 0.3127
P -2.205 1.436 -1.443 -0.4634
O -3.322 2.209 -0.876 -0.8527
O -1.114 0.984 -0.460 0.4264
O -2.615 0.110 -2.244 0.6418
C -3.964 -0.336 -2.476 1.6018
C -4.729 0.716 -3.277 -1.6605
C -3.809 -1.620 -3.288 -1.3183
C -4.654 -0.640 -1.145 -1.4581
H 1.161 4.192 -3.167 0.5262
H 0.497 2.884 -4.181 0.0781
H 1.118 2.513 -2.571 -0.1219
H -0.234 4.987 -1.116 0.4761
H -0.034 3.318 -0.539 0.1508
H -1.645 4.010 -0.641 0.4016
H -1.110 5.458 -3.388 0.4213
H -2.598 4.592 -2.951 0.4179
H -1.708 4.133 -4.412 0.2977
H -4.179 0.935 -4.196 0.2409
H -4.799 1.630 -2.689 0.3528
H -5.729 0.361 -3.531 0.4538
H -3.390 -1.394 -4.271 0.2202
H -4.773 -2.115 -3.413 0.4209
H -3.123 -2.289 -2.767 0.1973
H -4.623 0.238 -0.502 0.4065
H -4.119 -1.449 -0.643 0.1077
H -5.691 -0.940 -1.303 0.4702
C 1.483 -0.209 -6.034 -1.7312
C 0.146 -0.586 -5.381 2.0519
C -0.213 -2.041 -5.716 -1.6724
C -0.969 0.350 -5.869 -1.0765
C 0.268 -0.453 -3.923 0.7495
C 0.317 -0.286 -2.726 -0.2115
H 1.422 -0.313 -7.120 0.4204
H 2.284 -0.852 -5.665 0.3036
H 1.742 0.823 -5.797 0.3242
H -0.304 -2.170 -6.797 0.4461
H -1.156 -2.315 -5.242 0.2432
H 0.558 -2.720 -5.347 0.3385
H -1.173 0.184 -6.930 0.4652
H -0.682 1.392 -5.723 0.2365
H -1.879 0.167 -5.298 -0.1140
C 1.477 -2.290 4.086 -0.5669
C 0.941 -3.109 2.920 -0.4849
N 0.405 -2.273 1.856 0.5620
C -0.746 -2.403 1.193 0.4001
S -0.808 -2.167 -0.513 -0.4036
N -1.863 -2.790 1.776 0.1205
C -2.153 -2.923 3.198 0.6067
C -2.342 -4.377 3.623 -1.5279
H 1.895 -2.957 4.841 0.4387
H 0.681 -1.702 4.539 -0.1791
H 2.261 -1.610 3.747 0.2146
H 0.168 -3.794 3.257 0.0417
H 1.750 -3.712 2.494 0.4589
H 1.091 -1.744 1.340 -0.2012
H -2.666 -2.770 1.164 0.3043
H -3.091 -2.407 3.385 -0.0743
H -1.369 -2.430 3.770 -0.1439
H -3.054 -4.863 2.956 0.3301
H -2.751 -4.400 4.632 0.3511
H -1.412 -4.949 3.604 0.3438
O -5.251 -2.155 4.347 -0.5731
S -5.334 -0.694 4.368 0.3688
O -4.700 -0.216 5.921 -0.6109
N -4.236 -0.106 3.350 -0.4674
C -2.994 0.247 3.628 -0.1517
S -1.972 0.842 2.416 -0.2969
C -2.478 0.057 5.015 0.5184
C -1.109 0.091 5.284 -0.8809
C -0.615 -0.165 6.550 -0.6069
C -1.496 -0.475 7.580 -0.3885
C -2.856 -0.497 7.346 -0.6772
C -3.358 -0.222 6.073 0.6801
H -0.450 0.324 4.457 0.7856
H 0.452 -0.123 6.734 0.4294
H -1.118 -0.723 8.564 0.3492
H -3.558 -0.737 8.134 0.4222
```

***

DFT (ωB97M-V with the def2-TZVPD basis set) results for C3H3NO2 in the gas phase in a non-equilibrium geometry.

The relative energy (zero: lowest compared OMol25 entry of this formula, charge and spin) comes out at 140.7 kcal/mol. The spin multiplicity is 1. As for the max |F|: 5.1 eV/A. For the molecular weight, the calculation gives 85.06 g/mol. As for the net charge: 0. The SMILES is C#CC[N+](=O)[O-].

The geometry in XYZ format:
```
9
Properties=species:S:1:pos:R:3:mulliken_charge:R:1
C -0.221 -0.392 1.491 -0.0575
C -0.491 -0.095 0.366 -0.4582
C -0.680 0.194 -1.065 -0.3348
N -0.308 1.746 -1.206 0.9147
O 0.770 1.902 -1.654 -0.5328
O -1.115 2.519 -0.882 -0.5208
H 0.030 -1.043 2.248 0.4139
H -1.699 0.039 -1.222 0.3025
H 0.056 -0.488 -1.512 0.2730
```

***

DFT (ωB97M-V with the def2-TZVPD basis set) results for C7H17N as an isolated structure in a non-equilibrium geometry.

The relative energy (zero: lowest compared OMol25 entry of this formula, charge and spin) comes out at 197.0 kcal/mol. The spin multiplicity is 1. As for the max |F|: 5.8 eV/A. For the molecular weight, the calculation gives 115.22 g/mol. As for the net charge: 0.

The geometry in XYZ format:
```
25
Properties=species:S:1:pos:R:3:mulliken_charge:R:1
C -1.653 1.188 -0.183 -0.7036
N -0.365 0.576 -0.189 -0.0861
C 0.811 1.230 -0.748 -1.1207
C 2.043 0.314 -0.513 0.3963
C 2.370 0.060 0.976 -1.0839
C 1.735 -1.087 -1.162 -1.2700
C -2.603 0.019 0.490 -0.1590
C -2.899 -1.041 -0.504 -0.7217
H -2.009 1.639 -1.131 0.3403
H -1.596 2.002 0.543 0.3336
H 1.066 2.140 -0.314 0.4730
H -0.469 -1.085 2.625 -0.1076
H 0.738 1.487 -1.809 0.3997
H 2.916 0.808 -0.979 0.3413
H 2.604 0.998 1.513 0.3294
H 3.201 -0.659 1.126 0.3769
H 1.446 -0.326 1.388 0.0647
H 1.340 -1.054 -2.181 0.3262
H 2.577 -1.800 -1.124 0.3819
H 0.913 -1.495 -0.548 0.2235
H -3.370 0.500 1.167 0.3389
H -0.528 -0.442 2.997 0.0740
H -2.097 -1.115 0.380 0.3140
H -2.337 -1.223 -1.440 0.2893
H -3.836 -1.637 -0.379 0.2496
```

***

DFT (ωB97M-V with the def2-TZVPD basis set) results for C28H31N8O4OsPS2 as an isolated structure.

The relative energy (zero: lowest compared OMol25 entry of this formula, charge and spin) comes out at 0.0 kcal/mol. The spin multiplicity is 6. As for the max |F|: 0.5 eV/A. For the molecular weight, the calculation gives 828.95 g/mol. As for the net charge: +1. The expectation value of S² is 8.76.

The geometry in XYZ format:
```
75
Properties=species:S:1:pos:R:3:lowdin_spin:R:1
Os -0.559 0.560 0.385 3.7983
O 4.238 -1.912 -1.339 0.0018
C 4.612 -0.679 -0.953 0.0011
C 5.979 -0.410 -0.899 0.0004
C 6.432 0.834 -0.516 -0.0001
C 5.539 1.851 -0.169 0.0000
C 4.191 1.587 -0.200 0.0008
C 3.705 0.327 -0.586 0.0056
C 2.263 0.113 -0.574 0.0150
O 1.514 0.997 -0.025 0.1691
N 1.784 -1.000 -1.135 0.0089
N 0.469 -1.100 -0.867 0.0966
C -0.224 -2.035 -1.392 0.0614
C -1.592 -2.222 -0.899 0.0126
C -2.398 -3.264 -1.328 0.0092
C -3.643 -3.431 -0.744 0.0030
C -4.041 -2.566 0.264 0.0092
C -3.178 -1.551 0.633 0.0144
N -1.991 -1.371 0.054 0.1086
H 3.260 -1.929 -1.373 0.0004
H 6.663 -1.205 -1.169 0.0001
H 7.499 1.023 -0.490 0.0000
H 5.901 2.831 0.114 0.0000
H 3.471 2.347 0.071 0.0003
H 0.215 -2.720 -2.111 0.0041
H -2.038 -3.937 -2.095 0.0008
H -4.290 -4.239 -1.060 0.0000
H -4.995 -2.677 0.761 0.0008
H -3.427 -0.870 1.438 0.0019
C 3.098 4.115 3.202 0.0004
C 1.625 4.159 3.511 0.0037
O 1.104 2.798 3.406 0.0075
P -0.285 2.521 2.748 0.0434
S -0.561 0.512 2.834 0.2597
S -0.463 3.215 0.896 0.1666
O -1.288 3.245 3.733 0.0152
C -2.710 3.295 3.470 0.0018
C -3.326 4.245 4.463 0.0002
H 3.536 5.097 3.386 0.0001
H 3.265 3.844 2.159 0.0001
H 3.599 3.386 3.839 0.0000
H 1.090 4.802 2.810 0.0029
H 1.420 4.496 4.525 0.0001
H -3.112 2.286 3.580 0.0012
H -2.862 3.630 2.442 0.0006
H -3.122 3.924 5.483 0.0000
H -4.407 4.275 4.318 0.0001
H -2.928 5.252 4.329 0.0000
C -1.050 2.352 -2.525 0.0141
C -2.243 2.304 -1.633 0.0207
N -2.443 1.441 -0.649 0.0953
C -3.653 1.761 -0.063 0.0120
C -4.182 2.828 -0.702 0.0061
N -3.284 3.163 -1.698 0.0058
C -3.322 4.397 -2.484 0.0012
N -2.295 5.300 -2.057 0.0001
N -1.219 5.532 -2.866 0.0001
N -0.383 6.270 -2.247 0.0001
C -0.885 6.530 -0.980 0.0008
C -0.335 7.261 0.076 0.0008
C -1.069 7.334 1.238 0.0010
C -2.327 6.705 1.355 0.0014
C -2.878 5.979 0.323 0.0015
C -2.119 5.909 -0.850 0.0008
H -0.438 1.467 -2.362 0.0077
H -0.437 3.234 -2.338 0.0001
H -1.345 2.371 -3.575 0.0011
H -4.055 1.219 0.775 0.0005
H -5.107 3.363 -0.558 0.0006
H -4.306 4.838 -2.346 0.0002
H -3.160 4.196 -3.538 0.0001
H 0.625 7.749 -0.029 0.0000
H -0.685 7.897 2.079 0.0000
H -2.878 6.805 2.282 0.0000
H -3.843 5.498 0.421 0.0001
```

***

DFT (ωB97M-V with the def2-TZVPD basis set) results for C22H41As3F5FeN2O2STe as an isolated structure in a non-equilibrium geometry.

The relative energy (zero: lowest compared OMol25 entry of this formula, charge and spin) comes out at 0.0 kcal/mol. The spin multiplicity is 5. As for the max |F|: 7.9 eV/A. For the molecular weight, the calculation gives 900.85 g/mol. As for the net charge: +1. The expectation value of S² is 6.02.

The geometry in XYZ format:
```
78
Properties=species:S:1:pos:R:3:lowdin_spin:R:1
Fe -0.027 0.908 -0.285 3.5931
C -1.186 -2.512 -0.444 0.0066
As 0.396 -1.483 0.135 0.0467
C 0.594 -2.649 1.733 0.0196
C 1.680 -2.328 -1.157 0.0057
C 3.085 -1.761 -1.255 0.0004
C 3.732 -1.513 0.105 0.0004
C 3.044 -0.437 -2.057 0.0050
As 2.175 1.170 -1.189 0.0350
C 3.596 1.677 0.190 0.0127
C 2.411 2.412 -2.688 0.0097
C 3.934 -2.890 -1.981 0.0003
As 5.868 -2.967 -2.452 0.0001
C 6.915 -1.797 -1.254 0.0000
C 6.280 -4.576 -1.318 0.0000
H -2.049 -2.293 0.180 0.0001
H -0.922 -3.586 -0.420 0.0009
H -1.451 -2.268 -1.491 0.0001
H -0.373 -2.785 2.258 0.0003
H 1.343 -2.239 2.400 0.0001
H 1.037 -3.634 1.544 0.0021
H 1.132 -2.289 -2.104 0.0000
H 1.734 -3.399 -0.886 0.0009
H 3.014 -1.036 0.760 0.0005
H 4.514 -0.747 -0.034 0.0000
H 4.143 -2.410 0.576 0.0000
H 2.531 -0.590 -3.040 -0.0001
H 4.055 -0.106 -2.366 0.0008
H 4.587 1.769 -0.253 0.0013
H 3.608 0.940 0.979 -0.0001
H 3.295 2.603 0.680 -0.0001
H 3.411 2.203 -3.150 0.0015
H 2.393 3.469 -2.413 0.0000
H 1.643 2.148 -3.407 0.0000
H 3.603 -3.081 -3.038 0.0000
H 3.727 -3.892 -1.501 0.0001
H 6.484 -0.803 -1.121 0.0000
H 7.926 -1.673 -1.663 0.0000
H 6.990 -2.219 -0.276 0.0000
H 5.859 -5.405 -1.873 0.0000
H 5.844 -4.544 -0.350 0.0000
H 7.358 -4.751 -1.223 0.0000
F -2.147 0.424 -4.949 -0.0005
Te -1.761 0.389 -3.028 0.0115
F -0.394 1.646 -3.486 0.0041
F -3.258 -0.781 -3.050 0.0036
F -0.696 -1.086 -3.534 0.0017
F -2.879 1.924 -2.923 0.0031
O -1.605 0.336 -1.294 0.0930
C -5.164 4.884 -0.357 0.0002
C -3.864 4.175 -0.011 0.0008
C -3.185 4.609 1.322 0.0016
N -1.870 4.003 1.494 0.0142
C -1.603 2.741 1.730 0.0267
S 0.005 2.169 1.634 0.0795
N -2.646 1.940 2.126 0.0056
C -2.632 0.583 2.436 0.0032
O -1.592 -0.071 2.419 0.0050
C -3.916 -0.030 2.922 0.0001
C -3.820 -1.327 3.444 0.0005
C -4.921 -1.876 4.119 -0.0001
C -6.130 -1.168 4.242 0.0005
C -6.261 0.019 3.547 0.0000
C -5.168 0.601 2.889 0.0005
H -5.734 4.286 -1.043 0.0000
H -4.991 5.873 -0.839 0.0000
H -5.753 5.099 0.529 0.0000
H -3.113 4.287 -0.826 0.0000
H -4.135 3.080 0.015 0.0000
H -3.828 4.328 2.195 0.0002
H -3.051 5.721 1.333 0.0000
H -1.068 4.491 1.107 0.0008
H -3.486 2.446 2.394 0.0002
H -2.923 -1.905 3.439 0.0000
H -4.781 -2.850 4.591 0.0000
H -6.977 -1.601 4.798 0.0000
H -7.232 0.499 3.489 0.0000
H -5.357 1.503 2.275 0.0001
```

***

DFT (ωB97M-V with the def2-TZVPD basis set) results for C4H6O2 in the gas phase in a non-equilibrium geometry.

The relative energy (zero: lowest compared OMol25 entry of this formula, charge and spin) comes out at 96.5 kcal/mol. The spin multiplicity is 1. As for the max |F|: 6.0 eV/A. For the molecular weight, the calculation gives 86.09 g/mol. As for the net charge: 0. The SMILES is O=CCCC=O.

The geometry in XYZ format:
```
12
Properties=species:S:1:pos:R:3:mulliken_charge:R:1
O 0.657 0.214 -1.651 -0.3496
C 1.148 1.196 -1.120 0.0168
C 0.225 0.909 0.167 -0.5575
C -0.080 -0.548 0.663 -0.6056
C -1.329 -1.195 0.087 0.0891
O -2.227 -0.575 -0.426 -0.4740
H 2.292 1.237 -1.118 0.2299
H -0.710 1.441 0.026 0.2885
H 0.930 1.324 0.851 0.3469
H 0.771 -1.233 0.565 0.3477
H -0.272 -0.469 1.753 0.3271
H -1.405 -2.301 0.203 0.3405
```

***

DFT (ωB97M-V with the def2-TZVPD basis set) results for a 2-piece molecular cluster, C5H10N2 overall.

The relative energy (zero: lowest compared OMol25 entry of this formula, charge and spin) comes out at 75.9 kcal/mol. The spin multiplicity is 1. As for the max |F|: 0.7 eV/A. For the molecular weight, the calculation gives 98.15 g/mol. As for the net charge: 0. The SMILES is C=C1N[C@@H]1C.C=N.

The geometry in XYZ format:
```
17
Properties=species:S:1:pos:R:3:mulliken_charge:R:1
C 1.145 -1.151 -0.483 -1.0917
C 0.091 -0.553 -0.986 0.5094
N -0.314 0.603 -1.675 -0.6258
C -1.322 -0.366 -1.131 0.0787
C -2.155 -0.094 0.088 -1.0940
H 2.099 -0.835 -0.863 0.4398
H 1.089 -1.948 0.250 0.2561
H -0.219 1.437 -1.089 0.2991
H -1.794 -0.900 -1.953 0.3772
H -2.844 0.740 -0.063 0.2929
H -1.507 0.107 0.948 0.2598
H -2.738 -0.990 0.322 0.3256
C 2.035 0.691 1.181 -0.3892
N 1.130 0.617 2.067 -0.5091
H 2.935 0.079 1.281 0.3262
H 2.020 1.338 0.293 0.2895
H 0.347 1.225 1.812 0.2554
```